C8H12FN2 | wB97M-V/def2-TZVPD

Cartesian coordinates (Å):
C (3.8526, -0.8247, -0.0252)
C (2.4315, -1.0054, 0.0090)
C (1.6561, 0.0322, -0.2792)
F (2.1622, 1.2076, -0.6348)
C (-0.0700, 0.1289, -0.1725)
N (-0.9231, -0.9264, -0.5427)
C (-2.1352, -0.4373, -0.2528)
C (-3.3199, -1.3214, -0.5341)
C (-2.0626, 0.8077, 0.2790)
N (-0.7195, 1.1764, 0.2770)
C (-0.2428, 2.4113, 0.7878)
H (4.3718, -1.1383, -0.9708)
H (3.9752, 0.2008, 0.1385)
H (4.2862, -1.4885, 0.8374)
H (2.0147, -1.9895, 0.3538)
H (-0.8065, -1.8463, -0.7810)
H (-4.1597, -0.7094, -1.0368)
H (-3.1349, -2.2169, -1.1239)
H (-3.7291, -1.5400, 0.4258)
H (-2.8967, 1.4372, 0.4675)
H (-0.8418, 2.6875, 1.6521)
H (0.6923, 2.3072, 1.1638)
H (-0.4010, 3.0471, -0.0379)

Summary:
E: -521.104451 Eh
energy above the lowest of the compared OMol25 structures with the same formula, charge and spin: 0.0000 eV
charge: +1
HOMO: -13.05 eV
SMILES: C/C=C(\F)c1[nH+]c(C)cn1C
Kohn-Sham gap: 9.90 eV

Atomic partial charges in e from the Löwdin method, atoms 1 to 5: -0.09 -0.13 -0.16 0.08 -0.02